Below is a molecular structure, C34H27HfN6O9S3 at a distorted geometry, with properties calculated with ωB97M-V/def2-TZVPD.

Values from the calculation:
HOMO-LUMO gap (eV): 6.36
Charge: -1
Calculated total energy (Eh): -3560.403501
LUMO (eV): 1.74

Structure (XYZ):
```
80
Properties=species:S:1:pos:R:3:forces:R:3
Hf -0.1108 -1.4416 -0.2733 -0.853 0.084 -2.127
C 1.8692 -0.8292 -4.1710 0.260 -0.193 -0.081
O 3.1391 -1.3125 -3.6993 -0.204 0.418 -0.045
C 3.2026 -2.3076 -2.7757 0.077 -0.124 -0.152
C 4.3966 -2.9998 -2.7307 0.162 -0.144 0.050
C 4.5922 -4.0802 -1.8650 0.030 0.060 -0.087
C 3.5629 -4.4738 -1.0437 0.028 -0.097 0.077
C 2.3546 -3.7675 -1.0459 -0.158 -0.096 0.312
C 1.2601 -4.2511 -0.2189 0.095 0.035 -0.504
N 0.1361 -3.6390 -0.1255 -0.350 -0.421 0.767
N -0.8725 -4.2390 0.6288 0.376 -0.201 -0.130
C -1.8856 -3.4266 0.7254 0.074 -0.141 -0.243
O -1.9500 -2.2738 0.1045 -0.399 -1.106 0.732
C -2.9903 -3.8461 1.6252 -0.130 0.257 -0.172
C -3.0344 -5.1298 2.1634 -0.033 -0.102 0.021
C -4.0466 -5.4774 3.0441 -0.019 0.091 -0.024
C -5.0184 -4.5438 3.3965 0.056 -0.006 -0.056
C -4.9771 -3.2659 2.8554 0.039 -0.018 -0.020
C -3.9646 -2.9166 1.9690 -0.075 0.073 0.033
C 2.1640 -2.6428 -1.8795 -0.213 -0.389 0.024
O 1.0362 -1.9758 -1.8545 1.067 -0.189 -0.475
H 2.0958 -0.2901 -5.0872 0.057 0.013 -0.053
H 1.3970 -0.1685 -3.4597 -0.077 0.097 0.176
H 1.1829 -1.6441 -4.3854 -0.021 -0.098 0.003
H 5.1837 -2.6809 -3.4071 -0.079 -0.042 0.028
H 5.5343 -4.6162 -1.8712 -0.050 0.065 0.022
H 3.6695 -5.3308 -0.3851 0.003 0.072 -0.045
H 1.3763 -5.1978 0.2992 -0.018 -0.143 0.004
H -2.2676 -5.8414 1.8840 -0.034 0.051 0.040
H -4.0777 -6.4755 3.4636 0.004 0.003 -0.006
H -5.8014 -4.8153 4.0960 0.020 0.014 -0.036
H -5.7276 -2.5331 3.1306 0.053 -0.037 -0.015
H -3.8975 -1.9151 1.5613 -0.008 -0.080 0.035
O -0.0327 -1.9169 2.0154 0.425 -0.038 0.199
S 1.3414 -1.4178 2.1356 0.262 -0.148 0.280
O 2.2509 -2.2179 2.8862 0.247 -0.092 0.082
O 1.7784 -1.1716 0.7178 0.430 0.131 0.593
C 1.2732 0.1607 2.9444 -0.595 0.321 0.075
C 2.4247 0.5419 3.6194 -0.043 -0.133 -0.125
C 2.4396 1.7209 4.3409 0.032 0.222 0.149
C 1.3049 2.5182 4.3965 0.098 0.019 0.048
C 0.1553 2.1563 3.7112 -0.002 -0.154 -0.099
C 0.1220 0.9781 2.9760 0.502 -0.173 -0.129
S -1.3673 0.6938 2.0046 0.074 0.177 -0.197
O -1.9563 1.9896 1.8053 0.163 0.148 0.000
O -2.1803 -0.2813 2.6629 0.051 -0.092 -0.038
O -0.7464 0.2225 0.7043 -0.858 1.423 1.260
H 3.2972 -0.1009 3.5684 -0.117 0.066 0.067
H 3.3402 2.0148 4.8701 -0.076 -0.005 -0.065
H 1.3206 3.4426 4.9613 -0.004 -0.030 0.009
H -0.7256 2.7875 3.7067 0.087 -0.027 0.006
S -1.5201 -0.5860 -2.3219 0.117 0.471 0.143
C -1.1329 1.1080 -2.1486 -0.399 0.308 -0.380
N -1.9727 2.0166 -2.5568 0.173 -0.300 0.059
N -1.6345 3.3098 -2.4950 -0.511 0.271 -0.219
C -2.5725 4.3082 -2.7690 0.300 -0.426 0.075
C -3.8373 4.0143 -3.2809 -0.092 0.022 -0.039
C -4.7294 5.0469 -3.5375 0.079 -0.057 0.028
C -4.3845 6.3733 -3.2989 -0.019 -0.025 -0.009
C -3.1211 6.6572 -2.7965 0.088 -0.054 0.032
C -2.2184 5.6364 -2.5335 0.028 0.182 0.017
N 0.0546 1.6177 -1.5884 -0.420 0.258 -0.594
N 0.9245 0.8382 -1.1809 -0.176 0.953 0.765
C 1.9417 1.6080 -0.4903 0.462 -0.744 -0.116
C 1.6429 2.6975 0.3192 -0.176 -0.067 0.088
C 2.6660 3.3483 0.9994 -0.010 -0.067 -0.103
C 3.9791 2.9063 0.8831 -0.074 0.018 0.026
C 4.2651 1.8021 0.0902 0.062 0.000 -0.066
C 3.2478 1.1544 -0.5944 0.173 -0.186 -0.090
H -0.7538 3.5511 -2.0772 0.242 0.123 0.176
H -4.0980 2.9807 -3.4669 -0.010 0.066 0.044
H -5.7139 4.8082 -3.9262 0.067 0.001 0.012
H -5.0895 7.1731 -3.4981 0.052 -0.075 0.015
H -2.8350 7.6845 -2.5977 0.003 -0.059 -0.018
H -1.2305 5.8613 -2.1373 -0.129 -0.001 -0.031
H 0.6067 2.9833 0.4565 0.013 0.057 -0.044
H 2.4319 4.1966 1.6315 -0.018 -0.050 0.011
H 4.7744 3.4091 1.4243 -0.075 -0.036 -0.039
H 5.2839 1.4374 0.0114 -0.082 0.033 -0.022
H 3.4549 0.2861 -1.2149 -0.024 0.066 0.111
```
Forces are in eV/Å.